Entry 1:
Entry from OMol25: the ion C10H12NO2S with charge +1 in a non-equilibrium geometry (ωB97M-V/def2-TZVPD).

Output
Electronic energy   -991.324456 hartree
Lowest unoccupied orbital energy (alpha / beta)   -0.1437 / -0.1437 Eh
Maximum force   4.493 eV/A
HOMO-LUMO gap (alpha / beta)   6.9 / 6.9 eV
ΔE to the lowest compared entry with this formula, charge and spin   26.1 kcal per mole
Net charge   +1

Each line ends with the natural charge from an NBO analysis.
Cartesian coordinates (Å):
C -2.1856 -1.1007 -0.9778  -0.223
C -1.3306 0.0184 -0.8232  -0.394
C -1.5571 -2.1964 -1.3771  -0.135
C 1.2357 0.0022 -1.6217  -0.355
C -0.0459 -0.4732 -1.3707  -0.042
C -0.1817 -1.8235 -1.6103  -0.240
C -0.7964 0.2642 0.4879  0.906
C 2.1064 -1.0147 -1.8984  0.042
C -0.8970 1.9801 3.0432  -0.675
C 0.1472 1.8769 1.9367  -0.116
N 3.4740 -1.0430 -2.0354  -0.785
O -0.6775 -0.7887 1.3419  -0.573
O -0.4850 1.4657 0.8076  -0.412
S 1.3031 -2.5304 -2.0758  0.494
H -3.2263 -1.2300 -0.9369  0.246
H -1.6717 0.8235 -1.4426  0.304
H -2.0170 -3.1381 -1.5406  0.242
H 1.3810 1.0803 -1.3601  0.231
H -1.2032 3.0239 3.1095  0.249
H -1.7731 1.3606 2.9706  0.229
H -0.5636 1.7313 3.9883  0.244
H 1.1505 1.1843 2.0673  0.210
H 0.3512 2.9177 1.6658  0.245
H 3.9343 -0.1941 -2.0481  0.399
H 3.9012 -1.8430 -2.4454  0.405
H -0.3731 -0.3532 2.1454  0.505

Cartesian forces, eV/Å:
C -2.032 -2.872 0.079
C 0.498 1.585 -1.377
C 1.326 -0.160 -0.478
C 0.526 2.426 1.420
C 0.887 -2.227 -1.101
C -0.004 -0.102 0.176
C -0.620 -1.164 1.938
C 0.885 -0.165 -0.385
C -0.170 0.806 -0.358
C 2.571 -0.161 2.371
N -1.724 -0.868 0.408
O -0.082 2.961 -1.469
O -1.562 -1.788 -3.815
S -0.591 -0.221 0.119
H -1.366 0.961 0.797
H -0.200 1.203 0.446
H -0.220 -0.626 -0.194
H 0.832 -1.090 -0.677
H -0.288 -0.169 -0.058
H -0.444 -0.312 -0.771
H 1.306 -0.391 2.017
H -2.400 1.945 0.139
H 1.066 -0.442 0.335
H 1.192 1.641 -0.197
H 0.313 -0.167 -0.250
H 0.300 -0.602 0.887

***

Entry 2:
Entry from OMol25: the molecule C10H12O in a non-equilibrium geometry (ωB97M-V/def2-TZVPD).

Output
Electronic energy   -463.443775 hartree
Lowest unoccupied orbital energy   0.0260 Eh
Maximum force   4.850 eV/A
HOMO-LUMO gap   9.4 eV
ΔE to the lowest compared entry with this formula, charge and spin   26.0 kcal per mole
SMILES   O[C@H]1CCCc2ccccc21

Each line ends with the natural charge from an NBO analysis.
Cartesian coordinates (Å):
O -0.8800 2.3492 -0.5267  -0.711
C -1.0309 1.2019 0.2403  0.083
C -2.1774 0.2263 -0.2631  -0.412
C -2.0234 -1.1262 0.3272  -0.408
C -0.7280 -1.7715 -0.2767  -0.409
C 0.4771 -0.7930 -0.1377  0.000
C 1.8032 -1.2751 -0.1818  -0.225
C 2.9090 -0.4518 -0.1733  -0.199
C 2.7651 0.9355 0.0764  -0.235
C 1.5158 1.3764 0.1955  -0.174
C 0.3033 0.5309 0.2120  -0.053
H -1.5241 3.1241 -0.1656  0.473
H -1.1856 1.4730 1.2759  0.165
H -3.1714 0.7034 0.0536  0.204
H -2.0665 0.1274 -1.3041  0.209
H -1.8695 -1.1349 1.4237  0.199
H -2.9642 -1.6629 0.2679  0.217
H -0.9200 -2.0039 -1.2636  0.209
H -0.3215 -2.6931 0.3266  0.214
H 2.0107 -2.3425 -0.2776  0.208
H 3.9111 -0.8353 -0.0626  0.206
H 3.6979 1.5580 0.0329  0.216
H 1.4691 2.4841 0.2008  0.220

Cartesian forces, eV/Å:
O -2.715 3.991 0.472
C -0.456 -1.453 0.160
C -0.250 2.541 2.470
C 1.260 -1.174 1.462
C 1.237 -0.051 3.843
C -0.591 -0.274 0.765
C 0.619 -0.449 -0.740
C -0.074 0.382 1.609
C 2.149 -1.821 -1.179
C -2.830 1.781 0.550
C 2.595 0.840 -1.683
H 2.226 -2.950 -1.334
H -0.542 0.057 0.512
H 1.236 -0.646 -0.830
H -0.235 0.283 -1.563
H 0.036 0.571 -0.261
H 0.121 -0.640 -0.721
H -0.053 -0.775 -2.214
H -1.348 1.299 -1.306
H -0.360 0.134 -0.073
H 0.088 -0.492 -0.547
H -1.321 -0.348 0.212
H -0.791 -0.807 0.398

***

Entry 3:
Entry from OMol25: a cluster of 2 separate species, C10H12O3Se in total in a non-equilibrium geometry (ωB97M-V/def2-TZVPD).

Output
Electronic energy   -3015.190697 hartree
Lowest unoccupied orbital energy (alpha / beta)   0.0052 / 0.0030 Eh
Maximum force   4.040 eV/A
HOMO-LUMO gap (alpha / beta)   8.1 / 7.5 eV
ΔE to the lowest compared entry with this formula, charge and spin   72.8 kcal per mole

Each line ends with the natural charge from an NBO analysis.
Cartesian coordinates (Å):
C -3.2512 0.1347 -0.3617  -0.241
C -3.2010 -0.4221 0.8496  -0.190
C -2.1009 0.1143 -1.2224  -0.184
C -2.0164 -0.8811 1.4030  -0.284
C -0.9305 -0.4857 -0.7451  -0.253
C -0.9599 -0.9786 0.5768  -0.147
C 1.5148 1.4084 0.0796  0.789
C 0.0518 2.3348 1.6520  -0.299
C 3.1878 -1.2217 -1.9210  -0.235
C 2.0744 -1.2124 0.0893  -0.145
O 1.9407 2.4304 -0.3443  -0.585
O 0.6151 1.1446 0.9625  -0.545
O 2.0819 -1.6654 -1.2574  -0.541
Se 0.6712 -1.6593 1.3068  0.403
H -4.2421 0.4092 -0.8445  0.217
H -4.0492 -0.7271 1.4732  0.214
H -2.2839 0.5502 -2.2174  0.222
H -2.1760 -1.5129 2.2758  0.225
H -0.0853 -0.6491 -1.3675  0.241
H 0.3207 3.2084 0.9949  0.219
H 0.5088 2.4918 2.6563  0.202
H -1.0133 1.9696 1.6933  0.218
H 3.0730 -0.2089 -1.8983  0.181
H 3.1295 -1.5709 -2.8750  0.190
H 4.1181 -1.5026 -1.4391  0.160
H 3.0217 -1.4988 0.4804  0.168

Cartesian forces, eV/Å:
C -0.848 0.715 -3.552
C -0.791 -0.992 2.421
C -0.836 0.068 1.013
C -1.469 -1.337 0.030
C -2.095 0.397 0.171
C 2.797 0.323 -1.260
C 1.010 -1.628 -0.433
C -0.441 -0.370 -0.603
C 1.003 -0.347 1.582
C -1.284 0.046 -2.095
O 0.061 0.103 -0.082
O 0.292 1.615 1.104
O -2.631 -0.826 2.952
Se 0.575 -1.007 -0.147
H 1.363 -0.132 0.849
H -0.259 0.888 -0.569
H 0.718 -0.449 0.427
H 0.822 0.502 0.296
H 0.601 0.054 -0.325
H -0.933 -0.740 0.774
H -0.327 -0.494 -0.767
H 0.905 1.319 0.216
H 0.530 3.216 -0.423
H 0.070 -1.074 -2.714
H 0.350 -0.207 0.110
H 0.815 0.358 1.027

***

Entry 4:
Entry from OMol25: the ion C10H12O4P with charge -1 in a non-equilibrium geometry (ωB97M-V/def2-TZVPD).

Output
Electronic energy   -1030.637395 hartree
Lowest unoccupied orbital energy   0.1225 Eh
Maximum force   4.860 eV/A
HOMO-LUMO gap   6.8 eV
ΔE to the lowest compared entry with this formula, charge and spin   38.5 kcal per mole
Net charge   -1
SMILES   C/C=C(\[O-])O[P@@](=O)(OC)c1ccccc1

Each line ends with the natural charge from an NBO analysis.
Cartesian coordinates (Å):
C -1.7679 -2.7167 1.0906  -0.618
C -0.4327 -2.0048 1.3376  -0.498
C 0.5839 -1.9421 0.4428  0.634
O 0.7753 -2.4386 -0.6881  -0.775
O 1.7177 -1.0763 0.8858  -0.877
P 2.0985 0.3463 0.3570  2.414
O 2.9476 1.0915 1.2002  -1.133
O 2.9245 0.2466 -1.0500  -0.799
C 2.2843 -0.4934 -2.1119  -0.343
C 0.4731 1.1715 0.1189  -0.359
C -0.5571 0.5553 -0.5808  -0.219
C -1.8416 1.2295 -0.5866  -0.220
C -2.0725 2.4889 -0.0259  -0.232
C -0.9333 3.1005 0.5407  -0.226
C 0.2622 2.4381 0.6948  -0.231
H -2.0477 -2.7134 0.0291  0.194
H -1.5769 -3.7420 1.4154  0.192
H -2.5132 -2.2648 1.6648  0.186
H -0.6159 -1.4933 2.2407  0.196
H 1.6250 -1.4152 -1.8499  0.272
H 3.2286 -0.7967 -2.5690  0.178
H 1.6233 0.0317 -2.8454  0.158
H -0.3429 -0.4652 -1.0395  0.265
H -2.7718 0.7626 -0.9961  0.201
H -2.9979 2.9933 -0.0275  0.204
H -1.1559 4.1433 1.0267  0.193
H 1.0832 2.9634 1.3257  0.242

Cartesian forces, eV/Å:
C 2.650 -1.037 -1.597
C -1.301 -0.330 -0.867
C 0.033 -0.022 0.251
O -0.881 -0.444 0.549
O 0.055 -0.067 0.022
P -2.060 -1.641 -2.571
O 2.577 2.510 3.268
O -2.747 -0.055 0.818
C 0.168 -1.669 -1.205
C 0.471 0.137 -0.391
C -1.328 0.147 -0.083
C -0.697 -0.957 -0.513
C 3.311 -1.232 -0.201
C -1.950 2.064 1.378
C 1.625 1.080 0.991
H -0.045 -0.129 0.148
H -0.759 -0.318 -0.123
H -1.293 0.611 0.928
H 1.380 1.087 0.877
H 1.640 1.551 0.406
H -0.659 -0.548 -1.010
H 0.835 0.689 0.745
H -0.871 1.572 0.484
H 1.192 -0.045 0.077
H -0.987 0.245 -0.136
H 0.949 -1.966 -0.875
H -1.311 -1.232 -1.370